C25H25ClCoN4O6 as an isolated structure. Source: OMol25; level of theory: the ωB97M-V functional and the def2-TZVPD basis.

Values from the calculation:
E = -3480.9123 hartree
energy above the lowest of the compared OMol25 structures with the same formula, charge and spin = 0.0 kcal per mole
orbital gap (alpha / beta) = 8.078 / 7.913 eV
multiplicity = 2
expectation value of S² = 0.7631

Each line ends with the Löwdin spin population.
Positions of all 62 atoms, in Å:
Co (-0.37, 1.27, 0.26)  1.013
C (-0.86, 1.26, 4.50)  -0.001
C (0.46, 1.28, 4.92)  -0.001
C (1.46, 1.30, 3.97)  -0.001
C (1.14, 1.27, 2.61)  -0.005
C (-0.19, 1.23, 2.16)  -0.039
C (-1.18, 1.24, 3.15)  -0.005
C (2.15, 1.25, 1.55)  -0.001
C (3.54, 1.35, 1.81)  0.000
C (4.42, 1.28, 0.79)  -0.001
C (3.95, 1.06, -0.53)  0.000
C (4.83, 0.91, -1.62)  0.000
C (4.34, 0.65, -2.87)  0.000
C (2.95, 0.55, -3.07)  0.000
C (2.08, 0.71, -2.03)  0.000
C (2.56, 0.98, -0.73)  -0.001
N (1.67, 1.12, 0.32)  -0.005
H (-1.66, 1.26, 5.24)  0.000
H (0.71, 1.30, 5.97)  0.000
H (2.50, 1.33, 4.29)  0.000
H (-2.23, 1.24, 2.87)  0.000
H (3.88, 1.50, 2.82)  0.000
H (5.48, 1.37, 0.96)  0.000
H (5.90, 0.98, -1.45)  0.000
H (5.02, 0.53, -3.71)  0.000
H (2.56, 0.35, -4.06)  0.000
H (1.02, 0.66, -2.20)  0.000
O (0.77, 3.61, -2.54)  0.002
Cl (-0.36, 3.33, -1.71)  0.002
O (-1.48, 4.14, -2.07)  0.002
O (-0.72, 1.89, -1.83)  0.001
O (-0.03, 3.51, -0.29)  0.024
O (-0.59, -1.18, -2.47)  -0.001
C (-0.17, -1.61, -1.30)  0.002
O (-0.20, -0.93, -0.30)  0.022
C (0.36, -3.04, -1.28)  0.001
N (0.14, -3.67, -2.59)  0.000
C (-0.90, -4.70, -2.39)  0.000
C (-0.70, -5.19, -0.97)  0.000
C (-0.37, -3.90, -0.22)  0.000
H (1.43, -2.95, -1.08)  0.000
H (0.99, -4.10, -2.92)  0.000
H (-0.43, -1.94, -3.08)  0.000
H (-0.82, -5.47, -3.16)  0.000
H (-1.88, -4.23, -2.50)  0.000
H (0.15, -5.88, -0.93)  0.000
H (-1.57, -5.70, -0.56)  0.000
H (0.25, -4.05, 0.66)  0.000
H (-1.28, -3.39, 0.10)  0.000
N (-2.78, -0.84, 0.80)  0.000
C (-3.25, 0.43, 0.59)  0.000
C (-4.64, 0.64, 0.55)  0.000
C (-5.12, 1.91, 0.43)  0.000
C (-4.23, 2.97, 0.35)  0.000
C (-2.89, 2.69, 0.35)  0.000
N (-2.38, 1.44, 0.43)  -0.009
H (-3.39, -1.44, 1.32)  0.000
H (-1.81, -0.90, 1.07)  0.001
H (-5.30, -0.21, 0.63)  0.000
H (-6.19, 2.09, 0.40)  0.000
H (-4.56, 4.00, 0.27)  0.000
H (-2.16, 3.48, 0.31)  0.000

---

One molecule with the formula C25H25N3O4. Source: OMol25; level of theory: the ωB97M-V functional and the def2-TZVPD basis.

Values from the calculation:
E = -1432.9364 hartree
SMILES = COc1ccc([C@H]2[C@H](C(=O)Nc3cccc(C)n3)c3ccccc3C(=O)N2C)cc1OC
energy above the lowest of the compared OMol25 structures with the same formula, charge and spin = 41.8 kcal per mole
orbital gap = 8.745 eV

Each line ends with the Löwdin charge.
Positions of all 57 atoms, in Å:
C (5.47, -3.70, -2.14)  -0.084
H (5.85, -4.50, -2.77)  0.095
O (4.10, -3.97, -1.99)  -0.118
C (3.34, -3.12, -1.22)  -0.189
C (3.87, -2.00, -0.59)  -0.014
C (3.08, -1.16, 0.18)  -0.035
C (1.73, -1.43, 0.35)  -0.164
C (1.20, -2.55, -0.27)  0.072
C (1.98, -3.40, -1.05)  -0.177
O (1.27, -4.44, -1.57)  -0.061
C (1.89, -5.44, -2.35)  -0.074
H (2.32, -5.04, -3.26)  0.094
H (2.67, -5.97, -1.79)  0.095
H (1.09, -6.14, -2.59)  0.094
H (0.16, -2.80, -0.16)  0.133
C (0.88, -0.47, 1.16)  -0.203
N (-0.30, -1.09, 1.71)  -0.050
C (-1.47, -1.22, 1.03)  -0.411
O (-2.45, -1.78, 1.49)  0.068
C (-1.47, -0.63, -0.34)  -0.079
C (-2.44, -1.04, -1.25)  0.006
C (-2.46, -0.51, -2.53)  -0.063
C (-1.51, 0.43, -2.90)  -0.065
C (-0.55, 0.85, -1.99)  -0.026
C (-0.52, 0.32, -0.71)  -0.164
C (0.48, 0.75, 0.32)  -0.101
H (1.38, 1.16, -0.16)  0.165
C (-0.04, 1.84, 1.27)  -0.399
O (0.48, 2.03, 2.35)  0.084
N (-1.07, 2.56, 0.77)  0.174
C (-1.77, 3.61, 1.36)  -0.271
N (-2.73, 4.09, 0.57)  0.159
C (-3.48, 5.09, 0.99)  -0.337
C (-3.29, 5.67, 2.25)  -0.041
C (-2.30, 5.17, 3.07)  -0.057
C (-1.51, 4.12, 2.63)  0.002
H (-0.72, 3.70, 3.23)  0.097
H (-2.13, 5.59, 4.05)  0.108
H (-3.92, 6.48, 2.57)  0.108
C (-4.54, 5.58, 0.06)  -0.039
H (-4.39, 6.64, -0.16)  0.079
H (-5.53, 5.47, 0.52)  0.080
H (-4.51, 5.01, -0.86)  0.073
H (-1.44, 2.31, -0.14)  0.135
H (0.19, 1.58, -2.29)  0.120
H (-1.52, 0.84, -3.90)  0.105
H (-3.21, -0.83, -3.23)  0.105
H (-3.16, -1.77, -0.93)  0.121
C (-0.17, -1.70, 3.01)  -0.005
H (-1.12, -2.16, 3.27)  0.089
H (0.08, -0.94, 3.76)  0.098
H (0.61, -2.46, 3.00)  0.099
H (1.48, -0.10, 2.01)  0.152
H (3.53, -0.30, 0.66)  0.119
H (4.92, -1.76, -0.70)  0.102
H (6.00, -3.72, -1.18)  0.097
H (5.65, -2.74, -2.63)  0.097

---

One molecule with the formula C25H25N5O. Source: OMol25; level of theory: the ωB97M-V functional and the def2-TZVPD basis.

Values from the calculation:
E = -1316.6803 hartree
SMILES = CCn1ncc(/C=N\NC(=O)c2cc(-c3ccc(C)cc3C)nc3ccccc23)c1C
energy above the lowest of the compared OMol25 structures with the same formula, charge and spin = 5.1 kcal per mole
orbital gap = 8.397 eV

Each line ends with the Löwdin charge.
Positions of all 56 atoms, in Å:
C (-3.73, -2.87, 1.85)  -0.062
H (-2.67, -2.65, 1.96)  0.074
H (-3.94, -3.82, 2.34)  0.073
H (-4.30, -2.09, 2.35)  0.067
C (-4.10, -2.95, 0.38)  -0.185
N (-3.77, -1.73, -0.32)  -0.124
C (-4.43, -0.56, -0.33)  -0.218
C (-3.64, 0.33, -1.05)  -0.176
C (-2.52, -0.44, -1.44)  -0.110
N (-2.62, -1.67, -1.00)  0.097
H (-1.68, -0.15, -2.04)  0.114
C (-3.91, 1.72, -1.34)  -0.102
N (-3.10, 2.69, -1.45)  0.062
N (-1.77, 2.53, -1.15)  0.054
C (-1.28, 1.90, -0.04)  -0.457
O (-1.97, 1.34, 0.79)  0.101
C (0.21, 1.92, 0.02)  -0.065
C (0.87, 0.72, -0.08)  0.060
C (2.28, 0.69, -0.05)  -0.211
N (3.00, 1.79, 0.04)  0.176
C (2.38, 2.98, 0.15)  -0.207
C (3.18, 4.14, 0.27)  -0.010
C (2.59, 5.37, 0.41)  -0.078
C (1.20, 5.49, 0.45)  -0.077
C (0.39, 4.39, 0.34)  -0.029
C (0.96, 3.11, 0.17)  -0.102
H (-0.68, 4.49, 0.39)  0.116
H (0.76, 6.47, 0.59)  0.103
H (3.21, 6.25, 0.50)  0.103
H (4.25, 4.02, 0.25)  0.112
C (3.03, -0.57, -0.18)  -0.131
C (4.15, -0.56, -1.00)  -0.019
C (4.89, -1.71, -1.21)  -0.044
C (4.53, -2.89, -0.59)  -0.275
C (3.44, -2.89, 0.26)  -0.010
C (2.67, -1.75, 0.48)  -0.204
C (1.53, -1.83, 1.45)  -0.042
H (1.33, -0.87, 1.92)  0.082
H (1.76, -2.56, 2.23)  0.081
H (0.62, -2.17, 0.95)  0.083
H (3.16, -3.80, 0.77)  0.116
C (5.32, -4.15, -0.83)  -0.052
H (6.39, -3.94, -0.80)  0.079
H (5.08, -4.55, -1.81)  0.084
H (5.09, -4.91, -0.09)  0.073
H (5.75, -1.68, -1.86)  0.111
H (4.43, 0.37, -1.48)  0.109
H (0.31, -0.19, -0.22)  0.116
H (-1.17, 3.17, -1.64)  0.147
H (-4.95, 1.99, -1.50)  0.114
C (-5.71, -0.32, 0.37)  0.000
H (-6.26, 0.49, -0.11)  0.079
H (-6.33, -1.21, 0.38)  0.079
H (-5.53, -0.02, 1.41)  0.092
H (-5.17, -3.15, 0.26)  0.114
H (-3.54, -3.74, -0.11)  0.120

---

Among the records above, which one has the lowest energy above the lowest of the compared OMol25 structures with the same formula, charge and spin?
C25H25ClCoN4O6

---

Which of these has the highest E?
C25H25N5O

---

What is the E in the first record?
-3480.9123 hartree